Here is a molecular structure, C41H86BBr32IN2O6P in a non-equilibrium geometry from the Open Molecules 2025 dataset. Energies are from ωB97M-V/def2-TZVPD.

```
! wB97M-V def2-TZVPD RIJCOSX def2/J DEFGRID3
* xyz -1 1
C 4.61461 4.86387 -5.76565
C 4.12148 3.40001 -5.57956
C 2.67299 3.25713 -6.04176
C 1.61607 3.47881 -4.93230
N 0.72857 2.30921 -4.79301
C -0.51764 2.43474 -5.50440
I -0.47395 3.64135 -7.32488
O -1.55209 2.97599 -4.80406
B -2.75785 2.25614 -5.26845
O -4.01734 2.66653 -4.65569
C -4.99382 3.02034 -5.57879
C -6.25328 3.53308 -4.82520
C -6.03027 3.53829 -3.34097
O -6.56558 4.85482 -5.28036
O -2.31500 0.83735 -5.07723
C -1.09980 0.92078 -5.70545
P -0.03164 -0.52294 -5.32611
N 0.15815 -0.75275 -3.80329
O 1.38542 -0.37904 -6.12337
O -0.81032 -1.79136 -6.01899
H 3.74128 5.49593 -5.65773
H 5.39797 5.12990 -5.05767
H 5.01939 5.01906 -6.75998
H 4.72381 2.80859 -6.26588
H 4.31120 3.01539 -4.58516
H 2.44472 3.93873 -6.85621
H 2.53913 2.25801 -6.43448
H 1.08958 4.42494 -5.03166
H 2.18202 3.54661 -4.00402
H 0.51533 2.12971 -3.82173
H -2.95067 2.28002 -6.48948
H -4.64502 3.85653 -6.18033
H -5.30448 2.17882 -6.19693
H -7.11433 2.90429 -5.05190
H -5.68067 2.58730 -2.97918
H -6.99216 3.72087 -2.85993
H -5.38253 4.34830 -3.05207
H -6.60742 4.77524 -6.23085
H -1.34729 0.88751 -6.79051
H -0.23868 -1.66720 -3.56870
H 1.15717 -0.10372 -7.01878
H -1.29695 -1.42905 -6.76507
Br -3.44824 4.97366 -0.78444
C -4.13234 6.79213 -0.68221
C -5.20780 6.92287 0.36207
Br -6.89884 6.17700 -0.24913
H -4.47230 7.05503 -1.67830
H -3.27400 7.40772 -0.42157
H -5.41522 7.97104 0.56555
H -4.95829 6.41779 1.28859
Br 1.05730 5.66273 -2.50897
C 1.20743 6.42014 -0.72282
C -0.11618 6.94065 -0.23268
Br -0.56473 8.63865 -1.07654
H 1.97242 7.18752 -0.76871
H 1.55239 5.60392 -0.09214
H -0.07242 7.15223 0.83353
H -0.93655 6.26185 -0.43589
Br -0.51201 -3.90072 -3.88866
C -0.09428 -5.43597 -2.76526
C -0.55660 -5.24462 -1.34568
Br 0.60517 -4.04570 -0.34418
H 0.97360 -5.60005 -2.84645
H -0.62360 -6.27328 -3.21430
H -0.52048 -6.18974 -0.80630
H -1.55663 -4.82919 -1.27968
Br 3.50020 2.65207 -1.90889
C 3.56860 1.03605 -0.82890
C 2.91425 1.24386 0.51543
Br 4.08151 2.28326 1.67045
H 4.61478 0.75637 -0.74868
H 3.03860 0.28476 -1.40516
H 2.75837 0.29573 1.02655
H 1.97170 1.77620 0.45181
Br -3.82289 -6.71712 1.68464
C -2.60899 -5.26957 2.16073
C -1.22155 -5.77970 2.43184
Br -1.10601 -6.63222 4.17710
H -3.04570 -4.75845 3.01290
H -2.60658 -4.60334 1.30063
H -0.51463 -4.95529 2.46946
H -0.88276 -6.50803 1.70272
Br 2.56968 -8.39388 -3.77387
C 3.85387 -6.92964 -3.75125
C 4.53211 -6.81291 -2.41316
Br 3.35629 -5.99290 -1.09686
H 3.31310 -6.03120 -4.03040
H 4.57675 -7.17071 -4.52651
H 5.39411 -6.15293 -2.47949
H 4.84336 -7.77041 -2.00971
Br 2.39001 -8.06239 7.64416
C 0.71793 -7.55052 8.50237
C -0.08109 -6.61319 7.64023
Br 0.64374 -4.80755 7.67719
H 0.97502 -7.12720 9.46627
H 0.17882 -8.47921 8.65048
H -1.09639 -6.51952 8.01963
H -0.11202 -6.91643 6.60009
Br 2.56443 10.13546 -1.49648
C 3.98338 9.76149 -2.77913
C 3.98859 8.31411 -3.19593
Br 4.76169 7.18033 -1.81455
H 4.91591 10.07077 -2.32008
H 3.77042 10.40256 -3.63130
H 4.62186 8.17113 -4.06833
H 2.99572 7.92613 -3.40462
Br 7.15114 0.20105 0.80353
C 8.13853 1.43158 -0.31923
C 7.15774 2.03447 -1.28537
Br 6.71689 0.75082 -2.68210
H 8.94326 0.88599 -0.79935
H 8.56166 2.18242 0.34423
H 7.57590 2.89697 -1.80098
H 6.22571 2.32092 -0.80557
Br 2.20558 -7.79364 2.98247
C 4.05899 -8.01083 2.43640
C 4.35250 -9.42650 2.02097
Br 4.52818 -10.60582 3.56106
H 4.67252 -7.67694 3.26607
H 4.18948 -7.33366 1.59436
H 5.31017 -9.48282 1.50843
H 3.57938 -9.84834 1.38836
Br -3.27311 -2.19966 5.06546
C -5.07131 -2.78528 5.52617
C -5.04380 -3.95473 6.47166
Br -4.58432 -5.60368 5.54422
H -5.57802 -3.00865 4.59312
H -5.54284 -1.92562 5.99709
H -6.03171 -4.12707 6.89596
H -4.32584 -3.83485 7.27534
Br -8.70242 -2.34422 7.66589
C -9.18370 -3.79593 6.46298
C -9.88973 -4.90881 7.19061
Br -8.64141 -5.98659 8.22177
H -8.26759 -4.12146 5.98144
H -9.84035 -3.34725 5.72165
H -10.34393 -5.59436 6.47926
H -10.64563 -4.55475 7.88320
Br -8.21847 -3.58929 11.96123
C -8.87518 -1.76498 11.80621
C -10.28755 -1.64003 12.31128
Br -11.56328 -2.35901 11.03115
H -8.77408 -1.48223 10.76397
H -8.19993 -1.16480 12.41139
H -10.55928 -0.59383 12.42998
H -10.45087 -2.16243 13.24709
Br 8.05508 3.96931 -4.63110
C 8.91805 5.67645 -4.97854
C 9.15973 6.44192 -3.70557
Br 7.52023 7.24633 -3.03356
H 8.28700 6.20995 -5.68187
H 9.86196 5.42818 -5.45852
H 9.83608 7.27477 -3.88368
H 9.55469 5.82062 -2.90947
Br 0.47287 -9.88788 11.04517
C -0.21617 -9.15955 12.71116
C -1.64255 -8.70586 12.55964
Br -1.75111 -7.01472 11.60115
H 0.45289 -8.35884 13.00611
H -0.14654 -9.97125 13.43138
H -2.08795 -8.51380 13.53288
H -2.25563 -9.41614 12.01637
Br 5.26469 8.37950 -7.08735
C 4.32829 7.14715 -8.26984
C 2.86708 7.48770 -8.38641
Br 1.88216 6.93287 -6.80763
H 4.49660 6.14945 -7.87918
H 4.82234 7.24752 -9.23371
H 2.41588 6.94116 -9.21172
H 2.68709 8.54922 -8.51642
*
```

For the relative energy (zero: lowest compared OMol25 entry of this formula, charge and spin), the calculation gives 0.00 kJ/mol.

Here are the Mulliken charges for atoms 1 to 2, given in e:
1 C -0.26
2 C -0.66

---

Here is 4 unconnected molecules or ions with the total composition C5H15NO2 in a non-equilibrium geometry from the Open Molecules 2025 dataset. Energies are from ωB97M-V/def2-TZVPD.

```
! wB97M-V def2-TZVPD RIJCOSX def2/J DEFGRID3
* xyz 0 1
C 0.43499 -1.34776 -0.86348
N -1.55143 0.08286 -0.11497
C -0.13080 -0.04783 -0.20657
C 0.71875 -0.35334 3.08004
C 1.17969 0.89573 2.78860
C 1.19509 1.75932 1.66452
H 1.07386 -1.88056 -0.15380
H 1.08046 -1.07688 -1.69635
H -0.41749 -1.92747 -1.20955
H -2.03102 -0.19899 -0.98431
H 0.26340 0.80772 -0.76513
H 0.22791 -0.07333 0.82162
H -0.02629 -0.92102 2.54090
H 1.04710 -0.74221 4.03378
H 1.82212 1.26114 3.59196
H 2.10802 2.33747 1.65350
H 0.31259 2.03519 1.10645
H -1.02078 0.22686 -2.94410
H -1.93729 -0.35795 0.70382
O -2.07216 -0.70234 -2.63924
H -2.37804 -1.25955 -3.36051
H 0.29068 0.61258 -3.92218
O -0.18935 0.87035 -3.12499
*
```

For the relative energy (zero: lowest compared OMol25 entry of this formula, charge and spin), the calculation gives 757.82 kJ/mol.

Here are the natural (NBO) charges for atoms 1 to 2, given in e:
1 C -0.61
2 N -0.76

---

Here is a molecular structure, C28H31Cl3NOOsP in a non-equilibrium geometry from the Open Molecules 2025 dataset. Energies are from ωB97M-V/def2-TZVPD.

```
! wB97M-V def2-TZVPD RIJCOSX def2/J DEFGRID3
* xyz -2 5
C -0.44776 0.96172 -2.62020
C -1.27725 -0.12026 -2.31562
C -0.51296 -1.14698 -1.67391
C -2.70180 -0.21342 -2.72196
C 0.84744 -0.66304 -1.49776
C 0.91208 0.65405 -2.22710
C 2.05606 1.33058 -2.52759
C -0.85791 2.19335 -3.32029
C -0.96682 -2.55284 -1.59381
C 2.05648 -1.52756 -1.46565
Os 0.10937 -0.01481 0.49421
Cl -2.60247 -0.33052 0.59132
Cl -0.44570 2.31895 0.09809
Cl 0.55474 -2.21327 1.19982
H -3.23990 0.70804 -2.46332
H -3.19826 -1.04799 -2.22208
H -2.78737 -0.35390 -3.80974
H -1.90561 -2.61257 -1.03253
H -0.22486 -3.17457 -1.09028
H -1.14371 -2.95049 -2.60515
H 1.91267 -2.35431 -0.76608
H 2.93197 -0.95138 -1.15460
H 2.25167 -1.92884 -2.47065
H 3.02196 0.88273 -2.30407
H 2.42550 0.83992 -0.18324
H 1.99012 2.28110 -3.05114
H -1.73040 2.65430 -2.83636
H -1.12779 1.97875 -4.36432
H -0.03312 2.91125 -3.32009
O 1.87060 0.87044 0.63494
H 1.41201 1.76051 0.57582
N -0.07776 0.29853 2.20565
P -0.06497 0.32588 3.89191
C -1.13736 1.63629 4.42127
C -1.51059 1.71864 5.78106
C -2.38306 2.72176 6.20202
C -2.89220 3.64339 5.27901
C -2.52670 3.56114 3.93240
C -1.65201 2.56315 3.49995
C -0.71762 -1.25110 4.41386
C -0.18650 -1.92754 5.52842
C -0.76112 -3.12706 5.95081
C -1.86578 -3.65643 5.27514
C -2.39155 -2.98584 4.16590
C -1.82555 -1.78895 3.73889
C 1.61852 0.50282 4.42425
C 2.53486 -0.53053 4.14119
C 3.80513 -0.50532 4.71746
C 4.18336 0.56358 5.53841
C 3.30278 1.63005 5.75345
C 2.02702 1.61438 5.18888
H -1.11788 0.99270 6.49460
H -2.66609 2.78255 7.25308
H -3.57642 4.42557 5.61267
H -2.92182 4.27542 3.20959
H -1.36409 2.49542 2.45044
H 0.67591 -1.51382 6.05343
H -0.34314 -3.64799 6.81236
H -2.31673 -4.59066 5.61218
H -3.24839 -3.39166 3.62632
H -2.22276 -1.28235 2.85350
H 2.23894 -1.34653 3.47672
H 4.49729 -1.32764 4.53133
H 5.16911 0.56885 6.00625
H 3.60726 2.47623 6.37021
H 1.33619 2.44495 5.34214
*
```

Here are the natural (NBO) charges for atoms 1 to 2, given in e:
1 C -0.03
2 C -0.07

---

Here is a gas-phase ion, C4H6BrN2 (charge +1) in a non-equilibrium geometry from the Open Molecules 2025 dataset. Energies are from ωB97M-V/def2-TZVPD.

```
! wB97M-V def2-TZVPD RIJCOSX def2/J DEFGRID3
* xyz 1 1
N 1.54840 0.93421 -0.34507
C 0.44147 0.40137 0.45931
C 0.11474 -0.95662 0.04732
C -1.22751 -1.24345 -0.02803
C -1.86553 -0.00517 0.06330
Br -3.65569 0.19685 -0.11467
N -0.79300 1.12395 0.46184
H 0.99108 1.16759 -1.24259
H 2.23930 0.18233 -0.46039
H 2.15059 1.74153 0.01997
H 0.97632 0.27705 1.47278
H 0.85230 -1.71927 -0.04397
H -1.77248 -2.10038 -0.28979
*
```

Its SMILES is [NH3+][C@@H]1C=CC(Br)=N1. For the relative energy (zero: lowest compared OMol25 entry of this formula, charge and spin), the calculation gives 329.57 kJ/mol.

Here are the natural (NBO) charges for atoms 1 to 2, given in e:
1 N -0.69
2 C -0.02

---

Here is 2 unconnected molecules or ions with the total composition CH6O2SSi in a non-equilibrium geometry from the Open Molecules 2025 dataset. Energies are from ωB97M-V/def2-TZVPD.

```
! wB97M-V def2-TZVPD RIJCOSX def2/J DEFGRID3
* xyz 0 1
C 0.81471 0.17120 1.85403
O -1.14848 -0.61292 0.38471
O -0.94653 -1.55876 2.72943
Si -1.28710 -0.62517 -1.29245
S -0.17536 -1.36581 1.52281
H 1.32509 -0.08526 2.72665
H 1.71033 0.24215 1.19537
H 0.13740 0.90423 1.68396
H -0.86617 0.72746 -1.52047
H -2.56944 -1.22033 -1.34075
H -0.14406 -2.07970 -1.81314
*
```

For the relative energy (zero: lowest compared OMol25 entry of this formula, charge and spin), the calculation gives 87.87 kJ/mol.

Here are the natural (NBO) charges for atoms 1 to 2, given in e:
1 C -0.82
2 O -1.13

---

Here is a molecular structure, C11H14N2OPPb in a non-equilibrium geometry from the Open Molecules 2025 dataset. Energies are from ωB97M-V/def2-TZVPD.

```
! wB97M-V def2-TZVPD RIJCOSX def2/J DEFGRID3
* xyz 1 1
C 0.55974 -0.46780 -4.77081
C -0.48662 -1.36018 -5.15629
C -0.19376 -2.65392 -4.61248
C 1.10298 -2.59904 -4.00453
C 1.55896 -1.24630 -4.04784
Pb -0.44662 1.11151 -1.21602
P -0.65949 3.85673 -0.91403
H 0.62936 0.59503 -4.99030
H -1.37385 -1.08508 -5.71674
H -0.82880 -3.52138 -4.68164
H 2.48525 -0.85159 -3.64909
H 1.62835 -3.42654 -3.54179
H -1.65931 4.26253 0.03726
H -1.15312 4.51518 -2.10723
H 0.45066 4.71012 -0.54776
N -1.01196 -0.93605 5.59764
C -0.01768 -0.14873 5.09626
O 0.75664 0.46513 5.81906
C 0.04553 -0.03171 3.59681
C -0.89829 -0.62473 2.74077
C -0.81773 -0.42062 1.37532
N 0.16922 0.35496 0.82638
C 1.12776 0.90612 1.64117
C 1.07484 0.72477 3.01235
H -1.04714 -1.04567 6.59807
H -1.52404 -1.60786 5.04712
H -1.71363 -1.24387 3.11252
H -1.52161 -0.88272 0.68113
H 1.91553 1.46750 1.14378
H 1.84881 1.18422 3.63093
*
```

For the relative energy (zero: lowest compared OMol25 entry of this formula, charge and spin), the calculation gives 122.89 kJ/mol.

Here are the natural (NBO) charges for atoms 1 to 2, given in e:
1 C -0.21
2 C -0.32

---

Number 1: E_tot -2318609.044 eV. Number 2: E_tot -11006.092 eV. Number 3: E_tot -82398.594 eV. Number 4: E_tot -77257.490 eV. Number 5: E_tot -23939.810 eV. Number 6: E_tot -31188.756 eV.